Here is 4 unconnected molecules or ions with the total composition C8H24O4 at a distorted geometry from the OMol25 dataset. Energies are from wB97M-V/def2-TZVPD.

Element x y z (Å)
C -4.03409 2.05567 0.65696
C -3.79016 2.53514 -0.67600
O -4.91808 2.26433 -1.47895
H -3.13618 2.19597 1.25877
H -4.24794 0.98686 0.65793
H -4.87164 2.66338 0.99945
H -2.89485 2.09448 -1.11455
H -3.58365 3.60072 -0.57599
H -5.19443 3.17304 -1.61850
C -0.58213 4.38147 -3.83637
C 0.07968 3.12517 -3.49756
O 0.38461 2.94232 -2.16045
H -0.08538 5.26750 -3.44104
H -1.62096 4.47062 -3.51859
H -0.58631 4.59447 -4.90535
H 0.97643 2.90614 -4.07718
H -0.58922 2.28862 -3.69971
H 0.91723 2.14376 -2.14552
C -0.36395 0.05278 -0.15809
C 0.02581 -1.01428 0.90700
O 1.28500 -1.54069 0.56356
H -1.37363 0.40050 0.06042
H -0.39637 -0.23697 -1.20837
H 0.32687 0.89296 -0.22866
H -0.69612 -1.81861 1.04834
H -0.03239 -0.48677 1.85907
H 1.44993 -2.21293 1.22876
C 4.08153 -4.65001 2.59925
C 3.97350 -5.59035 3.81072
O 5.17436 -6.20047 4.18930
H 4.25480 -5.13142 1.63680
H 4.73010 -3.79060 2.76920
H 3.05041 -4.34270 2.42477
H 3.20367 -6.33517 3.60898
H 3.54657 -4.95217 4.58439
H 5.53695 -6.73263 3.47731

2S+1 = 2
Charge = +1
Calculated total energy = -16862.6943 eV
Highest occupied orbital energy (alpha / beta) = -11.66 / -11.66 eV
Energy above the lowest of the compared OMol25 structures with the same formula, charge and spin = 2.591 eV
E_LUMO (alpha / beta) = -3.39 / -10.26 eV
Kohn-Sham gap (alpha / beta) = 8.269 / 1.406 eV